C39H41CdFIN4O4P3S as an isolated structure. Source: the Open Molecules 2025 dataset; level of theory: ωB97M-V/def2-TZVPD.

CARTESIAN COORDINATES (ANGSTROEM)
Cd 0.034 -0.967 0.666
C -5.223 -2.424 7.096
C -3.928 -2.222 6.351
C -2.929 -1.396 6.857
C -1.775 -1.161 6.123
C -1.592 -1.758 4.884
C -2.573 -2.602 4.385
C -3.727 -2.837 5.119
S -0.268 -1.041 3.778
O -2.094 0.973 1.558
O 0.942 -1.148 4.624
N -0.286 -2.070 2.540
C 0.632 -3.194 2.602
C 1.158 -3.646 1.209
O 1.535 -4.817 1.119
O 1.177 -2.779 0.273
H -5.080 -2.341 8.175
H -5.646 -3.405 6.878
H -5.957 -1.672 6.796
H -3.060 -0.919 7.824
H -0.989 -0.517 6.503
H -2.406 -3.070 3.423
H -4.498 -3.490 4.723
H 0.161 -4.072 3.066
H 1.509 -2.941 3.213
C -1.054 3.090 4.881
P -0.474 2.361 3.277
C -0.341 3.902 2.254
C -2.172 1.821 2.708
C -2.975 -0.175 1.576
P -2.474 -1.227 -0.045
C -2.948 -2.870 0.647
C -4.107 -0.756 -0.787
H -1.960 3.688 4.757
H -0.260 3.702 5.309
H -1.243 2.253 5.555
H -1.158 4.606 2.428
H -0.343 3.579 1.213
H 0.615 4.386 2.458
H -2.775 2.707 2.456
H -2.652 1.294 3.539
H -4.003 0.221 1.558
H -2.843 -0.731 2.507
H -3.831 -2.778 1.284
H -2.111 -3.260 1.225
H -3.143 -3.547 -0.181
H -4.890 -1.156 -0.142
H -4.197 -1.171 -1.784
H -4.209 0.326 -0.837
I 0.888 -0.570 -2.473
C 1.555 0.927 -3.874
C 2.761 0.580 -4.437
C 3.340 1.314 -5.475
C 2.672 2.378 -5.993
C 1.432 2.782 -5.455
C 0.762 3.848 -6.085
C -0.439 4.288 -5.619
C -0.964 3.716 -4.462
C -0.356 2.676 -3.786
P -1.244 2.169 -2.226
C -2.774 1.782 -3.193
C -2.767 0.573 -3.889
C -3.825 0.222 -4.710
C -4.909 1.075 -4.856
C -4.926 2.277 -4.167
C -3.872 2.627 -3.334
C -1.617 3.837 -1.548
C -0.739 4.915 -1.668
C -1.000 6.118 -1.031
C -2.136 6.263 -0.249
C -2.972 5.174 -0.053
C -2.707 3.970 -0.686
C 0.853 2.107 -4.316
H 3.265 -0.304 -4.071
H 4.292 1.005 -5.889
H 3.075 2.930 -6.834
H 1.223 4.302 -6.954
H -0.976 5.082 -6.124
H -1.893 4.113 -4.079
H -1.938 -0.110 -3.765
H -3.804 -0.729 -5.228
H -5.731 0.809 -5.511
H -5.765 2.954 -4.282
H -3.914 3.566 -2.797
H 0.163 4.811 -2.257
H -0.315 6.949 -1.148
H -2.348 7.209 0.236
H -3.833 5.263 0.598
H -3.333 3.104 -0.502
F -2.057 -2.133 -1.691
N 1.776 0.298 0.784
C 2.775 0.088 1.370
N 3.939 -0.068 1.829
C 4.523 0.047 2.982
N 5.181 0.155 3.934

Calculated values
- frontier orbital gap (eV) = 6.1
- total charge = -2
- LUMO energy (eV) = 3.659
- highest occupied orbital energy (eV) = -2.5

---

A 2-piece molecular cluster, C5H8IN2S overall. Source: the Open Molecules 2025 dataset; level of theory: ωB97M-V/def2-TZVPD.

CARTESIAN COORDINATES (ANGSTROEM)
C -0.959 3.038 0.064
C -1.570 2.614 -1.080
C -0.323 0.814 -0.079
C 0.197 -2.987 0.384
C 1.315 -0.836 0.216
N -0.163 1.955 0.527
N 0.926 -2.019 -0.245
S -1.289 0.947 -1.441
I 2.736 0.423 -0.702
H -1.044 3.850 0.650
H -2.402 3.132 -1.597
H -0.859 -3.161 0.072
H 0.721 -4.001 0.191
H 0.186 -2.807 1.419
H 1.187 -0.712 1.270
H 1.132 -2.190 -1.170
H 0.208 1.940 1.521

Calculated values
- frontier orbital gap (eV) = 8.9
- total charge = +1
- LUMO energy (eV) = -3.783
- highest occupied orbital energy (eV) = -12.7

---

An isolated ion of composition CH3Cl4N3P2 and charge +2. Source: the Open Molecules 2025 dataset; level of theory: ωB97M-V/def2-TZVPD.

CARTESIAN COORDINATES (ANGSTROEM)
C 0.216 1.471 -0.827
N -1.000 1.195 -0.652
N 1.306 0.718 -0.453
N -0.521 -0.815 1.041
P -1.723 -0.043 0.149
P 1.313 -0.794 0.268
Cl -3.003 0.711 1.373
Cl -2.578 -1.236 -1.132
Cl 1.521 -2.186 -1.061
Cl 2.532 -0.893 1.743
H 0.459 2.397 -1.350
H 2.216 1.129 -0.671
H -0.738 -1.654 1.572

Calculated values
- frontier orbital gap (eV) = 10.2
- total charge = +2
- LUMO energy (eV) = -9.288
- highest occupied orbital energy (eV) = -19.5

---

C4H12N4 as an isolated structure. Source: the Open Molecules 2025 dataset; level of theory: ωB97M-V/def2-TZVPD.

CARTESIAN COORDINATES (ANGSTROEM)
C -2.134 0.806 -0.778
C 0.340 -1.734 -1.798
C 2.024 0.333 1.599
N -0.892 0.119 -0.491
N 0.468 -0.292 -1.748
C -0.136 0.465 0.563
N -0.770 0.914 1.706
N 1.169 0.417 0.435
H 1.439 -0.072 -1.527
H -1.666 0.490 1.896
H -0.196 1.025 2.527
H -2.441 0.574 -1.802
H -2.948 0.459 -0.125
H -2.051 1.894 -0.674
H 1.009 -2.095 -2.593
H 0.629 -2.237 -0.869
H -0.689 -2.013 -2.028
H 3.042 0.109 1.267
H 1.725 -0.453 2.306
H 2.078 1.291 2.134

Calculated values
- frontier orbital gap (spin up / spin down) (eV) = 8.8 / 8.8
- LUMO energy (spin up / spin down) (eV) = 0.618 / 0.618
- highest occupied orbital energy (spin up / spin down) (eV) = -8.2 / -8.2

---

An isolated ion of composition C4H5N2OS and charge +1. Source: the Open Molecules 2025 dataset; level of theory: ωB97M-V/def2-TZVPD.

CARTESIAN COORDINATES (ANGSTROEM)
C 0.585 -1.909 0.657
C -1.035 -0.573 -0.305
C 1.718 -0.618 0.460
C 0.793 0.593 0.739
N -0.526 -1.769 0.054
N -0.516 0.518 0.212
O 3.485 0.846 -0.238
S 3.087 -0.594 -0.358
H 0.715 -2.793 1.355
H -1.999 -0.397 -0.937
H 0.732 0.874 1.782
H 1.469 1.369 0.198
H -1.115 1.313 0.409

Calculated values
- frontier orbital gap (eV) = 8.3
- total charge = +1
- LUMO energy (eV) = -5.950
- highest occupied orbital energy (eV) = -14.2

---

A 2-piece molecular cluster, C5H14N2 overall. Source: the Open Molecules 2025 dataset; level of theory: ωB97M-V/def2-TZVPD.

CARTESIAN COORDINATES (ANGSTROEM)
C -1.960 0.219 0.023
C -0.843 0.365 1.038
N -0.179 1.651 0.893
C 0.725 1.977 1.973
H -2.374 -0.788 0.079
H -1.601 0.388 -0.993
H -2.786 0.910 0.208
H -0.096 -0.418 0.871
H -1.239 0.194 2.051
H -0.884 2.364 0.753
H 1.182 2.952 1.796
H 0.258 1.996 2.968
H 1.536 1.247 1.985
C 0.301 -2.489 -1.314
C 1.362 -1.900 -1.865
N 1.680 -0.550 -1.766
H -0.459 -1.922 -0.799
H 0.176 -3.552 -1.437
H 2.069 -2.504 -2.419
H 0.921 0.059 -1.498
H 2.213 -0.200 -2.546

Calculated values
- frontier orbital gap (eV) = 9.3
- LUMO energy (eV) = 1.148
- highest occupied orbital energy (eV) = -8.2

---

One molecule with the formula C18H18ClNO7S. Source: the Open Molecules 2025 dataset; level of theory: ωB97M-V/def2-TZVPD.

CARTESIAN COORDINATES (ANGSTROEM)
O 2.175 1.612 6.903
O -1.898 0.328 -0.239
O 2.836 0.070 0.336
O 2.011 2.000 -1.107
Cl 2.497 0.005 4.295
O 0.510 3.030 6.231
O 2.144 -2.579 -4.657
O 0.762 1.407 2.469
C 1.434 2.033 6.019
C -0.766 0.030 -0.519
C -0.212 3.071 3.932
C 1.556 1.476 4.651
C 0.755 2.059 3.671
C -0.338 3.486 5.257
C 0.105 -2.313 -3.499
C 1.966 -1.147 -2.712
C 1.428 -2.037 -3.595
C -0.239 -0.759 -1.649
C -0.787 -1.659 -2.533
C 1.174 -0.556 -1.742
N 0.155 0.595 0.322
C 3.580 -2.461 -4.715
C -1.431 4.410 5.576
C -0.159 1.581 1.369
C -2.600 -2.846 -1.372
C -2.936 -2.356 -3.760
C -2.237 -1.848 -2.407
S 1.725 0.623 -0.516
H -0.902 3.427 3.222
H -0.294 -3.101 -4.209
H 2.943 -0.839 -2.580
H 4.165 -2.652 -3.727
H 3.737 -1.429 -5.035
H 3.921 -3.263 -5.314
H -1.171 5.170 6.368
H -2.229 3.806 5.955
H -1.820 4.879 4.712
H -1.180 1.550 1.596
H -0.014 2.554 0.997
H -2.317 -2.535 -0.348
H -3.728 -2.832 -1.380
H -2.061 -3.783 -1.620
H -2.589 -3.335 -4.043
H -4.057 -2.253 -3.802
H -2.838 -1.651 -4.621
H -2.774 -0.969 -2.179

Calculated values
- frontier orbital gap (eV) = 8.1
- LUMO energy (eV) = -0.372
- highest occupied orbital energy (eV) = -8.4

---

A 6-piece molecular cluster, C15H36NO18S4 overall. Source: the Open Molecules 2025 dataset; level of theory: ωB97M-V/def2-TZVPD.

CARTESIAN COORDINATES (ANGSTROEM)
N -43.176 25.375 -4.139
O -44.059 25.780 -5.030
O -42.392 26.237 -3.589
O -43.288 24.251 -3.678
O -40.805 28.944 -7.995
S -39.639 28.729 -7.238
O -38.283 28.656 -7.703
O -39.566 30.034 -6.230
C -38.515 30.960 -6.608
C -38.582 32.190 -5.754
C -40.026 27.236 -6.264
H -38.458 31.043 -7.731
H -37.406 30.514 -6.392
H -38.003 33.032 -6.007
H -38.468 31.912 -4.619
H -39.650 32.609 -5.835
H -39.165 27.210 -5.507
H -39.778 26.351 -6.625
H -41.086 27.241 -5.826
O -45.144 25.623 -9.575
S -43.737 25.472 -9.350
O -43.172 24.224 -8.941
O -43.045 25.726 -10.844
C -42.969 24.667 -11.617
C -42.490 24.870 -13.063
C -43.125 26.820 -8.386
H -44.104 24.059 -11.680
H -42.413 23.916 -11.198
H -43.200 25.477 -13.618
H -42.096 24.017 -13.638
H -41.751 25.647 -13.235
H -42.204 26.309 -8.245
H -43.726 26.907 -7.578
H -43.041 27.667 -8.953
O -46.501 20.418 -9.785
S -46.985 20.246 -8.424
O -46.094 19.667 -7.384
O -47.334 21.805 -7.816
C -46.167 22.595 -7.682
C -46.586 23.917 -7.069
C -48.527 19.412 -8.336
H -45.805 22.716 -8.709
H -45.516 22.123 -7.155
H -45.750 24.666 -7.043
H -47.184 23.646 -6.071
H -47.369 24.289 -7.448
H -49.390 19.956 -8.969
H -49.131 19.716 -7.316
H -48.601 18.508 -8.831
O -43.545 31.950 -2.743
S -43.000 32.401 -3.988
O -41.594 32.331 -4.183
O -43.646 31.437 -5.165
C -43.630 30.090 -4.795
C -43.709 29.393 -6.147
C -43.658 33.931 -4.555
H -44.528 29.976 -4.276
H -42.863 29.840 -4.324
H -43.554 28.349 -5.866
H -42.896 29.739 -7.020
H -44.605 29.629 -6.833
H -44.884 33.810 -4.516
H -43.676 33.970 -5.658
H -43.183 34.705 -4.071
C -40.553 22.675 -1.809
C -39.892 23.879 -2.594
O -38.695 23.396 -3.103
C -38.501 22.214 -2.716
O -37.534 21.496 -3.190
O -39.436 21.730 -1.989
H -41.152 22.245 -2.282
H -40.946 22.961 -0.804
H -39.903 24.612 -1.659
H -40.743 24.266 -3.196

Calculated values
- frontier orbital gap (eV) = 7.8
- total charge = -1
- LUMO energy (eV) = 1.951
- highest occupied orbital energy (eV) = -5.8

---

Max |F| for every record listed, in sequence, given in eV/Å: 1.25 5.25 4.52 3.45 6.80 0.41 4.64 13.70.
Relative energy (zero: lowest compared OMol25 entry of this formula, charge and spin) for every record listed, in sequence, given in eV: 2.1925 1.3245 0.0000 3.8877 3.5455 1.2338 0.0000 2.2902.